(1)
{"formula": "C22H51BN4O2PmSi2", "method": "ωB97M-V/def2-TZVPD", "spin_multiplicity": 5, "gap_ha": [0.277, 0.282], "total_charge": 1, "e_homo_ev": [-10.939, -10.937], "de_lowest_kcal_mol": 0.00, "symbols": ["O", "O", "C", "C", "H", "H", "H", "H", "H", "C", "C", "H", "H", "H", "H", "H", "C", "C", "C", "H", "H", "H", "H", "H", "C", "H", "H", "H", "H", "H", "H", "Pm", "C", "Si", "H", "H", "C", "C", "C", "C", "Si", "H", "H", "C", "C", "C", "H", "H", "H", "H", "H", "H", "H", "H", "H", "H", "H", "H", "H", "H", "H", "H", "H", "H", "B", "N", "C", "C", "C", "N", "N", "C", "C", "C", "N", "H", "H", "H", "H", "H", "H", "H", "H"], "coordinates": [[-0.91, -2.39, -1.47], [-2.06, -0.41, -2.61], [0.40, -2.93, -1.36], [0.71, -3.78, -0.14], [1.11, -2.09, -1.41], [0.53, -3.52, -2.28], [0.79, -3.17, 0.77], [1.68, -4.26, -0.29], [-0.04, -4.56, 0.01], [-1.73, -2.36, -0.28], [-2.91, -3.27, -0.51], [-2.05, -1.32, -0.13], [-1.16, -2.66, 0.61], [-3.57, -2.86, -1.29], [-3.49, -3.38, 0.41], [-2.54, -4.26, -0.82], [-3.16, 0.53, -2.59], [-1.87, -1.13, -3.85], [-4.20, 0.08, -1.61], [-3.58, 0.63, -3.61], [-2.72, 1.49, -2.28], [-4.57, -0.92, -1.87], [-5.05, 0.77, -1.64], [-3.81, 0.06, -0.59], [-3.02, -2.03, -4.18], [-0.95, -1.71, -3.70], [-1.68, -0.40, -4.66], [-3.24, -2.70, -3.34], [-2.75, -2.64, -5.04], [-3.92, -1.46, -4.45], [-0.76, -0.35, -1.55], [0.74, 1.49, 1.21], [-0.08, 0.51, -1.02], [0.77, 1.49, -2.44], [-0.85, 1.06, -0.43], [0.61, -0.12, -0.42], [1.71, 0.22, -3.47], [1.97, 2.90, -2.00], [-0.43, 2.37, -3.59], [3.05, 0.74, 0.49], [3.85, 1.73, 1.85], [3.42, 0.95, -0.53], [3.15, -0.35, 0.63], [4.92, 3.10, 1.15], [4.92, 0.63, 2.93], [2.56, 2.56, 2.99], [0.14, 2.89, -4.37], [-1.00, 3.12, -3.03], [-1.13, 1.69, -4.09], [2.60, -0.14, -2.94], [2.03, 0.67, -4.42], [1.08, -0.65, -3.72], [2.61, 2.72, -1.13], [1.39, 3.83, -1.85], [2.62, 3.04, -2.88], [5.57, 0.00, 2.32], [4.30, -0.03, 3.56], [5.55, 1.24, 3.59], [1.92, 1.86, 3.57], [1.94, 3.36, 2.53], [3.18, 3.08, 3.74], [5.71, 3.35, 1.87], [4.34, 4.00, 0.94], [5.41, 2.78, 0.22], [-0.84, 0.65, 4.62], [0.11, -0.45, 4.04], [0.42, -1.63, 4.60], [1.34, -2.28, 3.78], [1.56, -1.43, 2.70], [0.81, -0.29, 2.85], [-1.84, 1.06, 3.47], [-3.18, 1.03, 3.53], [-3.69, 1.49, 2.31], [-2.59, 1.78, 1.51], [-1.43, 1.52, 2.21], [-0.25, 1.60, 5.07], [-1.51, 0.13, 5.50], [-0.03, -1.93, 5.53], [1.81, -3.24, 3.94], [2.23, -1.56, 1.86], [-3.69, 0.69, 4.42], [-4.73, 1.58, 2.04], [-2.56, 2.18, 0.50]]}

---

(2)
{"formula": "CH16O7", "method": "ωB97M-V/def2-TZVPD", "spin_multiplicity": 1, "gap_ha": 0.265, "e_homo_ev": -8.495, "de_lowest_kcal_mol": 90.50, "symbols": ["O", "H", "H", "H", "C", "O", "H", "H", "H", "O", "H", "H", "O", "H", "H", "O", "H", "H", "O", "H", "H", "O", "H", "H"], "coordinates": [[-1.03, -2.08, 2.10], [-0.66, -1.56, 1.39], [-0.37, -2.28, 2.76], [-1.46, -2.89, 1.81], [0.54, 1.08, 0.20], [0.26, -0.21, 0.63], [0.35, 1.89, 0.91], [1.49, 1.03, -0.33], [-0.08, 1.32, -0.67], [-1.90, -0.46, -1.40], [-1.14, -0.40, -0.82], [-2.59, -0.82, -0.85], [-0.75, 1.84, -3.79], [0.08, 2.27, -3.99], [-0.89, 2.03, -2.86], [1.25, -1.99, -1.35], [0.86, -1.52, -0.62], [1.79, -1.34, -1.80], [3.92, -0.80, 0.69], [4.10, 0.12, 0.89], [3.00, -0.82, 0.43], [-2.32, 1.67, 2.55], [-1.89, 1.36, 1.76], [-2.57, 2.57, 2.35]]}

---

(3)
{"formula": "C4H8O", "method": "ωB97M-V/def2-TZVPD", "spin_multiplicity": 1, "gap_ha": 0.382, "e_homo_ev": -9.753, "de_lowest_kcal_mol": 87.12, "symbols": ["C", "C", "C", "C", "H", "H", "H", "H", "H", "H", "H", "H", "O"], "coordinates": [[-0.57, 1.45, 0.90], [-0.67, -0.24, 0.60], [-0.21, -0.58, -0.81], [1.31, -1.03, -0.88], [0.62, 2.03, 1.07], [-1.19, 1.59, 1.82], [-1.42, 2.17, 0.03], [-1.91, -0.47, 0.52], [-0.07, -1.02, 1.33], [1.55, -1.28, -1.96], [2.03, -0.20, -0.64], [1.55, -1.96, -0.13], [-1.01, -0.48, -1.84]]}